Below is a cluster of 9 separate species, C18H54O9 in total at a distorted geometry, with properties calculated with ωB97M-V/def2-TZVPD.

XYZ file:
```
81
Properties=species:S:1:pos:R:3:mulliken_charge:R:1
C -2.938 -1.130 -1.965 -0.59
C -4.117 -0.912 -1.064 -0.07
O -5.272 -0.659 -1.826 -0.58
H -2.836 -0.353 -2.715 0.39
H -3.059 -2.022 -2.545 0.48
H -1.994 -1.165 -1.445 -0.26
H -4.007 -0.014 -0.383 0.09
H -4.221 -1.779 -0.422 0.20
H -5.300 -1.366 -2.512 0.32
C 1.194 -0.400 -0.933 -1.04
C 0.464 0.736 -1.604 1.05
O -0.532 1.289 -0.722 -0.46
H 1.763 -0.893 -1.688 0.57
H 0.491 -1.111 -0.612 0.25
H 1.854 -0.219 -0.106 0.02
H -0.179 0.359 -2.502 -0.60
H 1.070 1.544 -1.912 0.08
H -0.763 0.680 0.008 0.23
C -1.463 0.112 4.044 -1.14
C -2.021 0.305 2.693 -0.06
O -1.072 -0.133 1.725 -0.20
H -0.484 0.590 4.048 0.18
H -1.306 -0.899 4.388 0.33
H -2.007 0.618 4.849 0.39
H -2.165 1.336 2.457 0.19
H -2.981 -0.212 2.554 0.20
H -0.727 -1.012 1.956 0.10
C -2.010 -5.142 -0.781 -0.62
C -3.029 -5.376 0.244 -0.37
O -3.009 -4.367 1.232 -0.44
H -2.230 -5.755 -1.687 0.36
H -1.020 -5.337 -0.425 0.17
H -2.088 -4.057 -1.103 -0.01
H -2.865 -6.302 0.825 0.35
H -3.963 -5.474 -0.234 0.34
H -3.719 -4.667 1.809 0.26
C -0.932 -0.319 -5.013 -1.07
C 0.215 0.417 -5.721 -0.28
O 1.032 -0.475 -6.429 -0.54
H -1.599 0.321 -4.463 0.29
H -0.582 -1.018 -4.291 0.32
H -1.425 -0.938 -5.683 0.49
H 0.807 0.920 -4.953 0.14
H -0.149 1.161 -6.368 0.38
H 1.447 -1.059 -5.822 0.30
C 1.845 -3.899 1.072 -1.27
C 1.489 -3.013 2.272 0.16
O 0.079 -2.671 2.382 -0.47
H 1.579 -3.622 0.049 0.26
H 1.451 -4.883 1.291 0.40
H 2.893 -4.098 1.071 0.43
H 1.862 -1.961 2.302 -0.05
H 1.884 -3.469 3.188 0.27
H -0.538 -3.361 2.144 0.18
C 3.418 2.338 3.844 -1.06
C 3.623 0.961 3.300 -0.30
O 2.915 0.719 2.062 -0.27
H 3.821 3.074 3.151 0.25
H 3.876 2.434 4.781 0.45
H 2.390 2.618 4.072 0.19
H 3.306 0.197 4.003 0.32
H 4.719 0.750 3.172 0.28
H 3.228 1.351 1.412 0.14
C -1.443 4.107 1.599 -1.29
C -0.017 3.686 1.376 0.31
O 0.378 4.163 0.102 -0.58
H -1.774 3.750 2.579 0.37
H -2.021 3.667 0.787 0.30
H -1.589 5.183 1.463 0.35
H 0.098 2.619 1.447 -0.08
H 0.614 4.127 2.184 0.34
H -0.107 3.542 -0.439 0.27
C 3.113 4.361 -2.045 -0.89
C 3.847 3.841 -0.852 -0.38
O 3.068 2.900 -0.186 -0.35
H 3.724 4.997 -2.693 0.41
H 2.207 4.911 -1.791 0.22
H 2.734 3.458 -2.609 0.09
H 4.094 4.668 -0.187 0.30
H 4.799 3.484 -1.240 0.37
H 2.161 3.249 0.032 0.20
```

- DFT total energy (eV) = -37966.33319
- charge = 0
- energy relative to the best compared isomer or geometry (same formula, charge and spin) (kcal per mole) = 81.5
- Kohn-Sham gap (hartree) = 0.3733
- SMILES = CCO.CCO.CCO.CCO.CCO.CCO.CCO.CCO.CCO
- maximum force (eV/A) = 3.12

Below is a cluster of 5 separate species, C27H64BF3O10P in total at a distorted geometry, with properties calculated with ωB97M-V/def2-TZVPD.

XYZ file:
```
106
Properties=species:S:1:pos:R:3:mulliken_charge:R:1
C 1.483 -1.098 2.253 -0.58
C 1.948 0.343 1.558 -0.16
B 2.051 0.155 -0.073 -0.13
O 3.382 -0.008 -0.699 -0.71
P 0.512 0.127 -1.276 0.50
C 1.157 -1.229 -2.455 -0.79
C 1.245 -2.735 -1.801 -0.03
O -0.022 -3.522 -1.951 -0.40
C -0.451 -4.079 -0.659 0.11
C -0.009 -5.637 -0.392 0.75
F -0.769 -6.195 0.789 -0.28
F 1.452 -5.840 -0.196 -0.26
F -0.395 -6.538 -1.541 -0.28
O 0.100 1.622 -0.447 -0.29
C -1.139 1.612 0.350 -0.51
C -1.575 -0.002 0.307 -0.06
O -2.860 0.099 -0.447 -0.39
C -3.608 -1.167 -0.393 -0.20
C -5.162 -0.935 0.082 0.30
C -6.155 -2.001 -0.719 -1.17
O -5.286 -1.154 1.552 -0.56
O -0.510 -0.884 -0.274 0.15
H 1.339 -1.855 1.347 0.02
H 2.229 -1.480 3.071 0.25
H 0.427 -0.993 2.766 0.22
H 2.970 0.752 2.014 0.24
H 1.125 1.126 1.906 -0.05
H 3.519 -1.012 -0.799 0.24
H 1.126 1.035 -2.254 -0.10
H -0.721 0.314 -2.049 -0.12
H 2.187 -0.880 -2.941 0.17
H 0.400 -1.308 -3.374 0.39
H 2.041 -3.330 -2.462 0.21
H 1.672 -2.764 -0.703 0.13
H -1.644 -4.076 -0.680 0.09
H -0.157 -3.428 0.279 0.00
H -1.884 2.341 -0.181 0.20
H -0.800 2.060 1.379 0.13
H -1.793 -0.197 1.459 0.26
H -3.654 -1.573 -1.511 0.15
H -3.066 -1.900 0.342 0.12
H -5.529 0.174 -0.116 0.15
H -5.800 -3.101 -0.470 0.30
H -7.292 -1.887 -0.392 0.30
H -6.057 -1.842 -1.893 0.35
H -5.848 -1.989 1.717 0.32
C -8.762 -6.029 -3.319 -1.10
C -7.767 -5.726 -2.212 -0.27
O -8.359 -5.103 -1.075 -0.38
C -9.355 -5.855 -0.385 -0.32
C -8.830 -7.154 0.201 -1.05
H -9.346 -5.137 -3.571 0.30
H -8.242 -6.379 -4.216 0.39
H -9.469 -6.808 -3.018 0.26
H -7.021 -5.023 -2.596 0.30
H -7.222 -6.627 -1.913 0.30
H -10.218 -6.033 -1.034 0.30
H -9.708 -5.219 0.435 0.31
H -8.562 -7.865 -0.584 0.26
H -9.590 -7.623 0.833 0.39
H -7.932 -6.974 0.801 0.29
C 3.821 3.845 -1.454 -1.33
C 2.574 3.822 -0.588 0.64
O 2.472 4.945 0.285 -0.39
C 2.382 6.225 -0.334 -0.12
C 1.150 6.387 -1.207 -1.20
H 4.716 3.998 -0.842 0.34
H 3.924 2.904 -2.003 0.37
H 3.784 4.657 -2.187 0.36
H 2.610 2.935 0.053 -0.31
H 1.670 3.729 -1.198 0.16
H 3.296 6.443 -0.895 0.30
H 2.333 6.959 0.478 0.19
H 1.203 5.748 -2.093 0.33
H 1.055 7.423 -1.547 0.41
H 0.245 6.110 -0.657 0.27
C 1.336 6.182 3.565 -0.81
C 0.746 7.509 3.122 -0.23
O 0.073 8.206 4.167 -0.44
C 0.866 8.592 5.288 -0.29
C 1.984 9.555 4.931 -1.02
H 0.582 5.572 4.074 0.29
H 1.720 5.627 2.704 0.25
H 2.164 6.328 4.265 0.25
H -0.003 7.317 2.347 0.22
H 1.509 8.149 2.666 0.27
H 1.254 7.708 5.803 0.28
H 0.187 9.089 5.990 0.33
H 2.746 9.070 4.313 0.26
H 2.474 9.925 5.837 0.39
H 1.597 10.407 4.364 0.27
C 7.636 -4.229 -1.838 -1.06
C 7.046 -2.902 -2.282 -0.38
O 6.373 -2.205 -1.236 -0.25
C 7.166 -1.819 -0.116 -0.26
C 8.284 -0.856 -0.472 -1.15
H 6.882 -4.839 -1.329 0.30
H 8.020 -4.784 -2.699 0.38
H 8.464 -4.083 -1.138 0.25
H 6.297 -3.094 -3.057 0.31
H 7.809 -2.262 -2.738 0.31
H 7.554 -2.703 0.400 0.29
H 6.487 -1.322 0.587 0.29
H 9.046 -1.341 -1.090 0.27
H 8.774 -0.486 0.433 0.40
H 7.897 -0.004 -1.040 0.30
```

- DFT total energy (eV) = -67621.47723
- charge = -1
- energy relative to the best compared isomer or geometry (same formula, charge and spin) (kcal per mole) = 169.1
- Kohn-Sham gap (hartree) = 0.2251
- maximum force (eV/A) = 4.74

Below is a structure of composition C9H20AgClF6N4O12S6 at a distorted geometry, with properties calculated with ωB97M-V/def2-TZVPD.

XYZ file:
```
59
Properties=species:S:1:pos:R:3:mulliken_charge:R:1
Ag 0.276 -2.234 -0.150 1.04
C 3.066 4.634 1.568 -1.12
C 3.023 3.142 1.354 -0.80
C 1.685 2.374 1.594 -0.22
C 0.788 2.534 0.332 -0.50
N -0.758 2.281 0.607 0.48
C -1.413 3.013 1.844 -0.93
C -1.610 4.491 1.400 -0.43
C -1.820 4.362 -0.084 -0.76
C -1.539 2.889 -0.507 -0.46
C -0.738 0.771 0.945 -0.87
H 2.355 5.046 0.851 0.25
H 4.071 5.048 1.489 0.40
H 2.751 4.854 2.588 0.26
H 3.811 2.746 1.994 0.47
H 3.320 2.776 0.371 0.32
H 1.201 2.847 2.448 0.20
H 1.878 1.351 1.916 0.40
H 1.152 1.885 -0.464 0.07
H 0.741 3.573 0.007 0.38
H -2.393 2.595 2.075 0.50
H -0.799 2.826 2.725 0.51
H -2.405 4.912 2.015 0.39
H -0.743 5.132 1.563 0.24
H -2.813 4.707 -0.373 0.38
H -1.256 5.077 -0.683 0.37
H -2.519 2.414 -0.452 0.41
H -1.075 2.747 -1.484 0.21
H -0.801 0.231 0.000 0.01
H -1.724 0.566 1.363 0.45
H 0.001 0.510 1.703 0.38
Cl 1.935 -2.053 2.068 -0.05
N -2.055 -2.622 0.178 0.14
S -3.134 -2.547 1.269 0.83
O -3.190 -3.807 1.963 -0.58
O -4.346 -1.748 1.066 -0.58
F -2.241 -1.611 2.208 -0.30
S -3.148 -2.840 -1.113 0.98
O -3.339 -1.749 -2.064 -0.60
O -4.294 -3.711 -0.830 -0.57
F -2.234 -3.823 -2.071 -0.28
N 0.554 -7.073 0.252 -0.35
S -0.198 -5.964 -0.412 1.00
O -1.038 -6.317 -1.556 -0.56
O 0.513 -4.721 -0.459 -0.33
F -1.278 -5.881 0.842 -0.32
S 1.515 -7.420 -1.090 1.09
O 2.375 -6.361 -1.588 -0.55
O 0.980 -8.361 -2.087 -0.59
F 2.518 -8.449 -0.285 -0.31
N 1.367 -1.056 -2.059 0.12
S 0.493 -0.104 -3.212 0.83
O 0.593 -0.495 -4.595 -0.50
O 0.374 1.347 -2.951 -0.59
F -0.959 -0.649 -2.702 -0.15
S 2.697 -0.476 -2.345 0.63
O 3.036 0.721 -1.573 -0.54
O 3.264 -0.611 -3.709 -0.58
F 3.530 -1.717 -1.703 -0.33
```

- DFT total energy (eV) = -138019.93708
- charge = -1
- Kohn-Sham gap (spin up / spin down) (hartree) = 0.2969 / 0.1308
- multiplicity = 2
- maximum force (eV/A) = 10.49

Please write out number 3 again, unchanged.
Below is a structure of composition C9H20AgClF6N4O12S6 at a distorted geometry, with properties calculated with ωB97M-V/def2-TZVPD.

XYZ file:
```
59
Properties=species:S:1:pos:R:3:mulliken_charge:R:1
Ag 0.276 -2.234 -0.150 1.04
C 3.066 4.634 1.568 -1.12
C 3.023 3.142 1.354 -0.80
C 1.685 2.374 1.594 -0.22
C 0.788 2.534 0.332 -0.50
N -0.758 2.281 0.607 0.48
C -1.413 3.013 1.844 -0.93
C -1.610 4.491 1.400 -0.43
C -1.820 4.362 -0.084 -0.76
C -1.539 2.889 -0.507 -0.46
C -0.738 0.771 0.945 -0.87
H 2.355 5.046 0.851 0.25
H 4.071 5.048 1.489 0.40
H 2.751 4.854 2.588 0.26
H 3.811 2.746 1.994 0.47
H 3.320 2.776 0.371 0.32
H 1.201 2.847 2.448 0.20
H 1.878 1.351 1.916 0.40
H 1.152 1.885 -0.464 0.07
H 0.741 3.573 0.007 0.38
H -2.393 2.595 2.075 0.50
H -0.799 2.826 2.725 0.51
H -2.405 4.912 2.015 0.39
H -0.743 5.132 1.563 0.24
H -2.813 4.707 -0.373 0.38
H -1.256 5.077 -0.683 0.37
H -2.519 2.414 -0.452 0.41
H -1.075 2.747 -1.484 0.21
H -0.801 0.231 0.000 0.01
H -1.724 0.566 1.363 0.45
H 0.001 0.510 1.703 0.38
Cl 1.935 -2.053 2.068 -0.05
N -2.055 -2.622 0.178 0.14
S -3.134 -2.547 1.269 0.83
O -3.190 -3.807 1.963 -0.58
O -4.346 -1.748 1.066 -0.58
F -2.241 -1.611 2.208 -0.30
S -3.148 -2.840 -1.113 0.98
O -3.339 -1.749 -2.064 -0.60
O -4.294 -3.711 -0.830 -0.57
F -2.234 -3.823 -2.071 -0.28
N 0.554 -7.073 0.252 -0.35
S -0.198 -5.964 -0.412 1.00
O -1.038 -6.317 -1.556 -0.56
O 0.513 -4.721 -0.459 -0.33
F -1.278 -5.881 0.842 -0.32
S 1.515 -7.420 -1.090 1.09
O 2.375 -6.361 -1.588 -0.55
O 0.980 -8.361 -2.087 -0.59
F 2.518 -8.449 -0.285 -0.31
N 1.367 -1.056 -2.059 0.12
S 0.493 -0.104 -3.212 0.83
O 0.593 -0.495 -4.595 -0.50
O 0.374 1.347 -2.951 -0.59
F -0.959 -0.649 -2.702 -0.15
S 2.697 -0.476 -2.345 0.63
O 3.036 0.721 -1.573 -0.54
O 3.264 -0.611 -3.709 -0.58
F 3.530 -1.717 -1.703 -0.33
```

- DFT total energy (eV) = -138019.93708
- charge = -1
- Kohn-Sham gap (spin up / spin down) (hartree) = 0.2969 / 0.1308
- multiplicity = 2
- maximum force (eV/A) = 10.49

Among the records above, which one has the lowest maximum force?
C18H54O9

Among the records above, which one has the highest charge?
C18H54O9